Molecular formula: C26H45B2IN5O9P
Method: DFT, the ωB97M-V functional and the def2-TZVPD basis

2S+1 = 2
<S²> = 1.765
HOMO level (alpha / beta) = -8.7 / -10.8 eV
E_tot = -2656.2607 Ha
Net charge = +1
Frontier orbital gap (alpha / beta) = 4.86 / 5.44 eV

Structure (XYZ):
```
89
Properties=species:S:1:pos:R:3:forces:R:3
C -3.395 -4.034 3.740 -2.5 2.9 -8.8
C -3.748 -3.738 2.401 3.1 -2.0 8.6
C -3.973 -3.566 0.802 -2.0 -0.6 2.1
C -2.754 -3.114 -0.178 -0.7 -3.7 0.5
B -3.353 -3.716 -1.634 -2.3 -0.5 -2.0
O -4.736 -3.351 -2.135 1.4 -1.4 3.2
C -2.765 -4.828 -2.641 0.2 -0.9 -1.3
C -3.976 -5.889 -3.100 0.6 0.1 0.5
C -1.400 -3.942 0.219 -0.1 4.5 -0.1
I -1.803 -6.115 0.649 -1.0 -3.0 0.8
P 0.101 -4.100 -0.829 2.0 -0.6 -0.1
O 0.976 -5.612 -0.524 -0.6 2.4 -2.2
O 0.157 -3.825 -2.475 0.3 -2.0 1.0
O -0.799 -3.515 1.531 -1.4 1.2 -2.3
C -0.746 -2.083 1.690 2.3 0.8 2.0
C 0.821 -1.593 1.376 6.9 2.9 -5.8
C 2.001 -1.105 0.752 -7.5 -4.6 3.8
C -0.834 -1.856 3.352 1.0 -0.4 1.1
C 0.525 -1.073 3.933 2.2 -3.2 1.5
N 1.550 -1.812 4.535 -5.1 3.2 -2.8
C -1.908 -1.167 1.014 0.2 0.7 3.2
B -1.465 0.407 1.312 0.9 4.5 1.1
O -0.416 1.202 0.660 -1.3 -2.1 2.5
O -2.141 1.201 2.409 -0.1 -3.5 -2.7
N -2.508 -1.567 -0.293 -2.8 -0.9 4.6
C -3.748 -0.747 -0.528 -5.0 2.2 -0.4
C -3.871 0.184 -1.864 -1.4 1.1 -0.9
O -4.036 -0.583 -3.147 2.0 0.8 1.9
C -2.946 1.506 -2.001 0.7 0.7 -1.6
N -3.762 2.799 -1.788 1.3 -1.0 0.9
O -1.855 -1.581 -1.414 5.9 1.4 -5.9
C -0.672 -0.895 -1.699 4.1 8.2 -2.4
N 0.109 0.081 -2.111 -6.7 -9.1 3.6
H -3.188 -3.981 4.914 -0.7 -0.2 -3.3
H -4.952 -2.897 0.761 2.3 -1.0 -0.2
H -4.406 -4.620 0.429 1.4 2.2 0.8
H -5.402 -3.909 -1.598 1.4 1.4 -1.4
H -2.464 -4.281 -3.658 -0.5 -1.0 2.2
H -1.882 -5.496 -2.315 -1.3 1.4 -0.4
H -4.721 -6.052 -2.195 1.4 0.3 -2.1
H -3.460 -6.930 -3.311 -1.2 2.2 0.2
H -4.484 -5.428 -4.047 0.7 -1.2 2.0
H 1.710 -5.594 -1.214 -0.8 -0.2 1.3
H 0.615 -4.573 -2.992 -1.0 1.4 1.0
H 3.095 -1.132 0.279 -2.9 0.3 1.5
H -1.833 -1.366 3.699 1.9 -0.7 -0.8
H -0.796 -2.921 3.892 -0.1 2.2 -1.6
H 0.597 0.086 3.791 0.1 -2.4 0.5
H 1.272 -2.825 4.520 0.1 1.1 0.0
H -2.837 -1.258 1.776 2.0 -0.3 -1.9
H 0.194 1.659 1.322 -1.4 -0.6 -1.2
H -3.017 0.764 2.640 1.7 0.9 0.0
H -4.077 -0.036 0.377 1.6 -1.5 -1.7
H -4.774 -1.352 -0.628 2.9 0.4 0.1
H -4.971 0.659 -1.759 2.4 -1.3 0.1
H -3.143 -0.731 -3.575 -1.4 0.4 0.8
H -2.616 1.575 -3.148 -0.6 -0.4 2.5
H -1.961 1.549 -1.391 -1.7 -0.5 -0.7
H -3.057 3.556 -1.546 -1.4 -1.2 -0.2
H -4.411 2.663 -0.983 0.9 0.4 -0.7
C 3.888 5.246 1.999 -0.4 -0.1 0.1
C 4.978 4.520 1.158 0.3 1.3 1.4
C 5.487 5.431 0.004 0.0 -0.1 -0.2
C 4.502 5.563 -1.149 0.0 0.0 0.0
C 4.113 4.185 -1.677 0.3 0.1 0.1
C 3.562 3.256 -0.563 -1.7 -0.4 -0.7
N 4.454 3.204 0.654 4.1 -1.5 -2.4
O 5.568 2.409 0.318 -3.2 1.7 1.2
C 2.137 3.741 -0.182 -0.1 0.3 0.0
C 3.299 1.836 -1.164 0.8 0.1 0.2
C 6.157 4.373 2.176 0.0 -0.8 -0.5
H 3.918 6.330 1.851 0.1 -0.2 0.0
H 2.870 4.924 1.803 0.0 0.0 -0.2
H 4.015 5.059 3.074 0.2 0.0 -0.3
H 6.434 5.041 -0.393 -0.2 -0.2 0.2
H 5.720 6.435 0.388 -0.1 -0.4 0.2
H 3.619 6.121 -0.827 0.0 0.0 0.0
H 4.957 6.149 -1.958 -0.1 -0.1 0.1
H 3.367 4.306 -2.473 0.0 -0.2 0.2
H 4.991 3.727 -2.153 -0.1 -0.1 0.2
H 1.765 3.220 0.707 0.2 0.1 0.0
H 1.421 3.540 -0.990 0.4 -0.1 0.0
H 2.075 4.817 -0.014 0.1 -0.1 0.1
H 4.196 1.398 -1.616 0.0 0.1 0.3
H 2.546 1.877 -1.961 0.1 0.3 0.3
H 2.927 1.147 -0.397 0.1 0.2 0.0
H 5.884 3.709 3.007 0.0 0.1 -0.3
H 6.420 5.347 2.607 -0.4 0.0 -0.2
H 7.071 3.985 1.717 -0.3 -0.1 0.0
```
Forces are in eV/Å.

Löwdin atomic charge list, values in e, 6 entries: 0.0939, -0.0958, -0.1704, -0.2122, -0.3603, -0.0097